No. 1
Computed, not measured: a molecular structure, C28H56O20S8, with wB97M-V/def2-TZVPD.

Its relative energy (zero: lowest compared OMol25 entry of this formula, charge and spin) is 569.8 kcal/mol.

```
! RIJCOSX wB97M-V def2-TZVPD def2/J DEFGRID3
* xyz 0 1
S 1.16 6.22 0.61
S 3.66 1.11 -1.41
S 4.28 -3.02 0.88
S -1.42 2.33 -4.10
S 0.11 -2.41 5.55
S -2.53 -0.95 -3.15
S -0.91 -3.32 -0.43
S -0.94 0.99 1.83
O -0.97 -2.53 6.51
O 1.46 -2.19 6.07
O -0.71 2.33 1.36
O -0.26 2.32 -4.99
O 0.13 -0.16 1.14
O -2.17 0.34 0.95
O -0.20 -4.55 -1.41
O 5.02 -2.06 1.66
O 1.77 7.14 1.51
O 0.78 6.70 -0.74
O -2.25 -4.21 -0.08
O 4.14 2.20 -2.19
O 3.79 -0.25 -1.83
O -1.29 -2.14 -1.15
O -0.16 -3.18 0.84
O 4.76 -4.39 0.62
O -1.07 0.68 3.27
O -2.29 -1.24 -4.58
O -2.48 1.35 -4.19
O -1.40 -0.77 -2.27
C -0.22 -1.21 4.15
C -4.91 -1.76 -2.17
C 0.44 4.39 2.39
C 0.58 -1.85 3.00
C 3.79 -2.17 -0.66
C -1.15 3.41 -1.61
C 2.62 -3.12 1.62
C 0.07 -3.89 4.45
C 2.29 -2.18 -0.66
C 1.85 1.37 -1.06
C 1.84 -2.02 0.81
C -2.20 4.02 -3.79
C -1.41 4.57 -2.60
C -0.74 -5.80 -1.05
C -1.64 -0.07 -0.33
C -0.21 5.53 1.58
C 0.18 -3.32 3.02
C -3.47 -2.32 -2.47
C 2.92 1.96 1.03
C -4.74 -0.28 -1.86
C 1.23 3.57 1.34
C -0.59 2.23 -2.43
C 1.66 1.24 0.53
C -2.22 -5.49 -0.69
C -0.38 -0.79 -0.04
C -3.86 0.35 -2.94
C 4.18 1.31 0.38
C 1.98 4.57 0.38
H 2.13 -1.06 1.24
H -2.07 3.16 -1.09
H 1.71 2.39 -1.40
H 0.46 2.45 -2.64
H 1.83 2.88 1.93
H -0.34 3.69 -0.93
H 4.27 -2.78 -1.43
H 4.30 -1.21 -0.67
H -3.16 3.83 -3.31
H -1.46 0.79 -0.97
H -5.46 -1.97 -3.09
H -2.97 -2.57 -1.53
H -0.76 1.23 -2.03
H 0.70 -4.72 4.77
H 1.20 4.74 3.08
H 0.14 -0.23 4.48
H -0.47 4.95 -2.99
H -0.97 -4.20 4.43
H 0.79 -3.90 2.33
H 0.54 2.99 0.73
H 3.06 4.73 0.41
H -0.61 -6.58 -1.80
H -1.89 5.45 -2.17
H -4.22 0.29 -3.97
H 5.16 1.79 0.31
H -3.43 1.35 -2.88
H 1.80 -3.03 -1.12
H -5.70 0.22 -1.75
H 0.72 1.56 0.98
H -5.47 -2.25 -1.38
H -2.41 -0.69 -0.79
H -2.57 -6.21 0.05
H 0.38 -1.33 2.06
H 1.81 -1.35 -1.18
H 0.79 -2.24 0.96
H 2.66 -2.80 2.66
H -3.51 -3.21 -3.11
H -2.90 -5.59 -1.54
H -0.80 -3.46 2.55
H -0.93 5.27 0.81
H 1.62 4.24 -0.60
H -0.59 -1.85 0.11
H 0.31 -0.66 -0.88
H -2.34 4.53 -4.75
H 2.42 -4.19 1.57
H -0.23 -6.16 -0.16
H 4.28 0.27 0.70
H 1.66 -1.76 3.09
H 1.25 0.66 -1.63
H -0.64 6.33 2.17
H 3.00 2.07 2.11
H -1.28 -1.24 3.90
H 2.93 3.04 0.87
H -4.20 -0.20 -0.91
H -0.17 3.71 2.98
H 1.75 0.19 0.80
*
```



No. 2
Computed, not measured: a molecular structure, C28H56O28S6, with wB97M-V/def2-TZVPD.

Its relative energy (zero: lowest compared OMol25 entry of this formula, charge and spin) is 0.0 kcal/mol.

```
! RIJCOSX wB97M-V def2-TZVPD def2/J DEFGRID3
* xyz 0 1
S -0.26 1.22 0.78
S 0.47 -3.58 0.95
S 6.20 -2.07 -0.84
S 3.03 0.94 -3.38
S -3.04 4.74 4.12
S 1.14 4.86 -1.82
O 0.33 3.91 -2.82
O 0.56 6.19 -2.41
O -4.29 4.13 3.33
O -5.40 -2.34 -1.95
O 1.47 -2.70 1.80
O 6.95 -0.89 -1.12
O 2.99 -0.65 -3.60
O 6.84 -3.31 -0.98
O 2.60 -1.07 4.63
O -0.78 1.98 -0.53
O -2.11 -0.36 -4.01
O 1.93 1.56 -4.00
O 2.50 4.65 -2.09
O 0.48 -3.20 -0.41
O -2.40 5.26 2.81
O 3.33 1.27 -2.04
O 0.65 4.76 -0.52
O -3.42 5.72 5.06
O -3.00 -0.75 5.44
O -0.89 1.69 1.98
O 1.45 -4.84 1.14
O -0.76 -3.80 1.66
O -0.88 -0.12 0.33
O 4.82 -1.95 -1.52
O 4.30 1.11 -4.21
O -2.27 3.66 4.58
O 1.14 1.10 0.72
O 5.60 -2.02 0.63
C -1.12 -1.12 -4.72
C -2.83 4.71 1.62
C -0.77 4.54 -3.39
C -3.89 3.65 2.08
C 2.00 -3.37 2.92
C -3.26 0.42 4.61
C 3.69 -1.76 -0.67
C 2.69 0.13 3.80
C -4.01 -2.66 -1.97
C 3.67 -0.99 5.59
C 4.37 -1.41 0.71
C -0.29 6.04 -3.49
C -0.64 1.13 -1.63
C -2.68 -1.81 4.53
C -1.18 1.20 -5.46
C -0.74 -0.33 -1.05
C -0.49 -0.15 -5.76
C 5.14 0.04 -4.21
C -5.92 -3.18 -0.94
C 4.81 -0.45 4.75
C 4.02 -1.10 -4.41
C -4.80 -3.32 0.14
C -2.50 0.74 -4.89
C 1.96 -4.85 2.44
C 4.15 0.66 3.95
C -3.80 -0.12 3.25
C -3.73 -1.62 3.45
C -3.67 -2.52 -0.51
H 3.32 -0.38 6.43
H 1.30 -3.21 3.77
H 3.19 -2.74 -0.71
H 3.85 -1.88 1.57
H -3.15 0.39 -5.70
H -0.45 -1.49 -3.94
H 2.91 -5.36 2.26
H -1.14 6.71 -3.39
H 2.96 -2.89 3.14
H 4.58 0.88 2.97
H 1.33 -5.54 3.01
H 3.11 -0.99 -1.18
H -1.65 -1.75 4.09
H 5.69 -0.10 5.31
H 0.31 1.36 -2.13
H 5.80 0.11 -5.07
H -4.66 -1.96 3.91
H -3.57 -2.18 2.51
H 4.18 1.58 4.56
H 0.57 0.00 -5.57
H -1.96 4.24 1.15
H -3.34 2.71 2.23
H 0.19 6.23 -4.46
H -6.21 -4.18 -1.29
H 3.70 -1.11 -5.45
H -3.89 -3.73 -2.32
H 3.79 -2.01 5.97
H -1.66 -0.91 -1.28
H -1.25 1.90 -6.27
H -4.55 -4.38 0.30
H -6.88 -2.70 -0.64
H -3.05 1.47 -4.29
H 4.50 -0.33 0.82
H 5.18 -1.18 4.03
H -3.53 -2.06 -2.75
H -0.92 4.03 -4.33
H -3.23 5.46 0.97
H -3.67 -1.46 -0.27
H 5.66 -0.12 -3.26
H 2.39 -0.15 2.80
H -2.76 -2.73 5.11
H -4.82 0.29 3.17
H -1.59 -1.99 -5.19
H 4.27 -2.11 -4.06
H -2.36 0.99 4.46
H -0.60 -0.50 -6.78
H -0.62 1.68 -4.64
H -3.95 1.01 5.21
H -4.73 3.50 1.40
H -2.69 -2.93 -0.23
H 0.11 -1.01 -1.22
H -3.19 0.28 2.44
H -1.61 4.36 -2.72
H 1.97 0.85 4.20
H -1.48 1.40 -2.24
H -5.11 -2.96 1.12
*
```